1.
Molecular formula: C20H15Br2N4O2S2Y
Method: DFT, ωB97M-V/def2-TZVPD

As for the total charge: +2. The value obtained for the calculated total energy is -193820.27550 eV. Its spin multiplicity is 1. The value obtained for the molar mass is 656.2 g/mol. The gap between HOMO and LUMO comes out at 5.160 eV.

The geometry in XYZ format:
```
46
Properties=species:S:1:pos:R:3:mulliken_charge:R:1
Y -1.628 2.349 -0.976 1.737
Br -1.917 -3.825 -3.290 -0.068
C -1.730 -1.984 -3.015 0.064
C -2.584 -1.103 -3.761 -0.694
C -2.601 0.198 -3.421 -0.571
N -1.763 0.736 -2.461 -0.399
C -0.699 -0.068 -1.995 1.025
C -0.844 -1.514 -2.113 -0.980
C 1.026 1.061 -1.025 1.411
C 2.289 0.618 -0.296 -0.020
C 2.317 1.189 1.097 -0.369
Br 3.029 0.223 2.494 0.077
C 1.906 2.466 1.228 -0.406
C 1.243 3.101 0.129 -0.426
N 0.802 2.523 -0.956 -1.152
H -3.257 -1.498 -4.505 0.463
H -3.311 0.886 -3.862 0.411
H -0.213 -2.157 -1.517 0.557
H 3.109 1.140 -0.798 0.611
H 2.017 3.016 2.151 0.506
H 0.997 4.156 0.238 0.504
O -0.124 -2.007 2.489 -0.641
C -1.065 -1.305 3.135 0.356
C -1.441 -1.763 4.397 -0.658
C -2.403 -1.094 5.120 -0.343
C -3.021 0.055 4.614 -0.816
C -2.659 0.519 3.377 -0.595
C -1.679 -0.145 2.613 0.603
C -1.329 0.382 1.314 0.949
O -1.925 1.480 0.874 -0.947
N -0.415 -0.202 0.562 -0.975
N -0.276 0.499 -0.641 0.521
C 0.838 0.426 -2.394 -0.559
S 1.745 -0.165 -3.590 0.035
C 3.463 -0.050 -3.021 -0.686
C 3.762 -1.050 -1.890 -0.738
S 2.561 -1.150 -0.535 0.070
H 0.023 -1.622 1.605 0.613
H -0.963 -2.654 4.780 0.471
H -2.685 -1.468 6.096 0.411
H -3.776 0.567 5.193 0.444
H -3.126 1.403 2.967 0.410
H 3.668 0.981 -2.742 0.384
H 4.073 -0.282 -3.894 0.528
H 4.748 -0.799 -1.495 0.389
H 3.818 -2.067 -2.280 0.494
```

=====

2.
Molecular formula: C20H15Cl2FO2S
Method: DFT, ωB97M-V/def2-TZVPD

As for the total charge: 0. The value obtained for the calculated total energy is -63672.44916 eV. Its spin multiplicity is 1. The calculation puts the energy above the lowest of the compared OMol25 structures with the same formula, charge and spin at 64.1 kJ/mol. The value obtained for the molar mass is 409.3 g/mol. The gap between HOMO and LUMO comes out at 8.613 eV. The SMILES is O=S(=O)(c1ccc(Cl)cc1)[C@@H](Cl)[C@H](c1ccccc1)c1cccc(F)c1.

The geometry in XYZ format:
```
41
Properties=species:S:1:pos:R:3:nbo_charge:R:1
Cl -8.000 0.352 0.146 0.034
C -6.299 0.359 -0.157 -0.011
C -5.577 -0.840 -0.207 -0.236
C -4.212 -0.836 -0.529 -0.161
C -3.496 0.360 -0.705 -0.292
S -1.716 0.324 -1.227 2.093
C -0.341 0.503 0.126 -0.372
Cl -0.954 -0.585 1.394 -0.053
O -1.450 -1.037 -1.669 -0.907
O -1.556 1.584 -1.960 -0.923
C -4.244 1.552 -0.666 -0.167
C -5.610 1.560 -0.346 -0.238
H -6.108 -1.770 0.006 0.237
H -3.688 -1.786 -0.625 0.253
H -0.677 1.496 0.399 0.202
H -3.768 2.506 -0.876 0.245
H -6.163 2.492 -0.224 0.236
F 3.877 -1.383 3.700 -0.327
C 3.495 -0.263 3.008 0.404
C 3.502 0.975 3.649 -0.283
C 3.055 2.101 2.956 -0.192
C 2.415 1.963 1.726 -0.211
C 2.193 0.670 1.179 -0.005
C 1.302 0.490 0.050 -0.268
C 1.799 -0.465 -0.957 -0.044
C 2.556 -0.084 -2.105 -0.179
C 3.155 -1.078 -2.917 -0.221
C 2.968 -2.427 -2.590 -0.203
C 2.323 -2.807 -1.421 -0.218
C 1.849 -1.811 -0.593 -0.200
C 2.917 -0.419 1.739 -0.268
H 3.749 1.055 4.706 0.232
H 3.205 3.104 3.391 0.224
H 2.201 2.860 1.152 0.221
H 0.978 1.483 -0.385 0.256
H 2.685 0.982 -2.382 0.216
H 3.622 -0.765 -3.888 0.222
H 3.305 -3.200 -3.298 0.215
H 2.077 -3.844 -1.201 0.222
H 1.453 -2.032 0.381 0.215
H 3.179 -1.339 1.218 0.251
```

=====

- Which formula does entry 2 have?
  C20H15Cl2FO2S